# 1
The following is a DFT calculation (ωB97M-V/def2-TZVPD) of a 13-piece molecular cluster, C35H72N10O9 overall.

Each line ends with the Löwdin charge.
Element x y z (Å)
H -1.23125 3.07533 -0.84471  0.074
H 0.44053 -1.84114 -0.94789  0.081
C -0.10320 2.10667 4.88953  -0.469
C 3.18840 2.12705 -2.77858  -0.327
H -1.37746 -4.69813 1.73468  0.063
H -1.52687 -6.23589 5.09516  0.086
N -2.18725 -3.82946 -4.73170  -0.188
H -0.83987 0.15877 1.94027  0.051
H -3.32784 -2.01024 -5.30966  0.085
C 3.67660 -2.55778 3.92627  -0.264
C 1.63065 4.80260 0.89369  -0.236
N 1.85461 4.81476 2.00869  0.154
H 0.75845 1.13822 3.15935  0.076
N 4.70911 -3.02319 4.13737  0.122
C 0.17800 2.02734 3.39749  -0.023
H 0.57725 5.54448 -0.72079  0.082
H 0.08265 -1.25372 1.42213  0.085
H -1.98458 5.35281 2.21572  0.089
C -3.55963 -4.80418 4.80359  -0.058
H -4.46921 2.19986 -2.51493  0.086
C 3.26242 -1.88033 -4.17244  -0.498
H -5.44404 0.31363 -0.83853  0.069
H 4.69513 0.41103 0.33710  0.083
H -3.53900 5.45793 3.86074  0.135
H 4.54669 2.83524 3.77572  0.090
H 3.38830 -1.44722 -2.07634  0.074
H -3.64300 3.67840 -1.99235  0.090
H -4.38825 -4.16843 4.49267  0.082
H -0.54960 -4.78940 5.51391  0.094
C -2.00698 -3.08783 3.91431  -0.341
C -2.44209 4.40745 1.92858  -0.029
H -0.42812 -5.51560 3.95181  0.080
C 1.97168 1.32216 -4.82426  -0.039
H -3.80870 -5.79882 4.43378  0.085
H 4.40933 -1.18379 -5.79957  0.070
H -0.22206 2.58876 -2.09865  0.065
N -3.36147 3.75107 2.93235  -0.183
H 0.77409 2.90827 3.15334  0.041
H -2.62776 1.76875 2.47828  0.065
O 6.07627 0.83654 3.83271  0.021
C 0.26136 -0.80317 -1.22653  -0.006
C -3.64583 2.59096 -1.91835  -0.052
H -3.75682 2.26685 -0.88206  0.071
H 2.18605 1.90510 -2.37759  0.117
H 4.80882 -2.88125 -5.38906  0.085
H -4.06230 2.34706 1.69281  0.075
C 4.33849 2.26960 -4.91736  -0.041
H 2.18539 5.12691 -1.17954  0.088
H 3.20726 1.17126 0.74928  0.070
C 0.13010 0.11213 -0.00892  -0.446
H -0.66761 -0.68493 -1.78788  0.060
C -4.31366 -1.41902 -1.02311  -0.277
H 0.49166 4.15507 5.42294  0.090
H 4.27404 3.65509 2.27289  0.076
C -0.48226 -5.36815 -0.14156  -0.269
H -2.93201 -2.56367 3.62791  0.137
O 2.04795 -1.81545 -4.19861  0.042
H 4.06002 3.12008 -5.54203  0.089
H 1.49994 2.14899 -5.35900  0.085
H 4.78342 -2.47069 -2.65197  0.089
H 6.11521 0.16452 1.90600  0.128
H 0.97955 -0.51625 -1.99511  0.058
H -1.01127 -5.40948 -3.95343  0.078
H 2.40627 -1.16462 2.96808  0.061
H -1.20082 -3.51969 0.35842  0.052
H -3.54659 -4.84370 5.89340  0.090
H 4.61569 1.41377 -5.53309  0.076
O -1.09082 0.86647 -3.72643  0.006
C -3.52855 2.35673 2.64781  -0.055
H 4.54803 2.17294 0.13101  0.072
C 4.11591 2.70405 2.78318  -0.065
O -0.89993 -2.61711 3.71133  -0.003
N 4.70298 1.57616 2.11900  -0.194
H 4.69838 -0.85831 -3.16083  0.084
H 1.17038 0.93544 -4.19565  0.050
C -0.77839 -4.37591 0.88467  -0.068
H 2.16973 0.54017 -5.55647  0.079
C 1.35227 4.79461 -0.56087  -0.043
C -1.23081 2.96123 -1.93031  -0.055
H -0.59852 3.35091 6.51005  0.086
N -0.23729 -6.13553 -0.96316  0.143
H -6.23035 -1.17850 -0.32157  0.092
C 4.05284 -1.70128 -2.90027  -0.007
C -3.76829 4.39660 4.04577  -0.343
H -0.74434 2.16369 2.83570  0.035
O 0.70644 1.20245 0.02561  0.019
H -3.15446 0.67224 -3.47601  0.132
H -0.68247 -3.79768 -3.24275  0.079
H -2.85261 -3.91002 -6.63112  0.128
O -1.57647 -5.48763 -6.16934  0.002
H 5.18494 2.59360 -4.31526  0.084
C -0.36025 3.47622 5.45316  -0.009
C -2.17669 1.12054 -3.23837  -0.328
H -1.58290 -0.99706 0.84047  0.061
H -3.08603 4.62657 1.07443  0.079
C 2.34026 -1.94807 3.72405  -0.068
O -4.22375 3.83948 5.05061  0.005
H 0.17754 -4.08057 1.31959  0.079
H -3.68572 -2.81400 -3.79611  0.069
N -2.23320 -4.35978 4.33015  -0.176
C -5.59293 -0.73635 -1.08641  -0.047
C -1.45239 -4.47899 -3.60444  -0.029
H -4.25132 1.91437 3.33218  0.099
C -2.87997 -2.57749 -4.49378  -0.080
H -5.91137 -0.94985 -2.10657  0.091
O 4.15649 2.54531 -2.15862  -0.009
H 1.08832 3.77895 -0.85090  0.039
H 1.99123 -1.44316 4.62470  0.085
H -1.70618 3.66902 1.61397  0.059
H -1.37503 3.92876 -2.41345  0.101
H -1.26242 3.91593 5.02760  0.063
H -2.21714 -4.66916 -2.85107  0.077
N -3.31758 -1.97259 -0.90114  0.169
H 3.03852 2.59841 2.91715  0.053
C -0.64592 -0.50602 1.10100  -0.020
C -1.14227 -5.28115 4.74173  -0.029
H 3.18224 -2.44039 -6.11801  0.086
H -2.16580 -1.87660 -4.05795  0.070
C 5.66261 0.78044 2.70048  -0.344
C 4.01055 -2.14592 -5.47479  -0.010
C 4.28812 1.32661 0.76620  -0.070
H 1.55784 -2.64002 3.41560  0.046
N 3.15483 1.92024 -4.13232  -0.166
N -2.33561 2.10552 -2.31999  -0.178
O -0.11323 1.11324 5.58892  0.068
C -2.18342 -4.45703 -5.94755  -0.343

The gap between HOMO and LUMO is 8.2 eV. The spin multiplicity is 1.


# 2
The following is a DFT calculation (ωB97M-V/def2-TZVPD) of a 10-piece molecular cluster, C35H74N9O9PS overall.

Each line ends with the Löwdin charge.
Element x y z (Å)
H 2.72216 -5.63395 8.98841  0.083
N 2.49469 -5.49207 6.92166  -0.194
H -3.72924 -0.94489 4.85823  0.093
H -7.48025 5.01029 1.06336  0.088
H -1.09305 4.58705 -5.67148  0.083
H -2.88167 3.00504 0.38607  0.085
H -3.16642 5.60772 -6.79121  0.088
H 0.12804 -2.95985 0.50214  0.072
H 6.62121 0.90820 -8.14896  0.090
H 8.85671 0.02045 -7.25191  0.085
C -0.27389 1.35013 -0.28190  -0.350
H -2.39171 -7.58297 3.75837  0.093
C 6.20055 -0.53768 -5.37383  -0.367
C -6.96603 5.41580 1.93758  -0.055
H -5.55859 -5.02450 -0.06620  0.133
P 1.21899 3.98357 -2.79451  0.546
H 1.85816 -2.76805 0.12987  0.091
H 8.78897 -1.13077 -5.89860  0.093
H 2.18091 5.34468 -4.49506  0.064
H -1.51074 -0.24869 1.50592  0.065
C 4.16499 2.66296 -3.89522  -0.064
H -1.31728 -8.55810 2.73819  0.081
C -1.26050 -5.15404 3.00434  -0.023
H -3.77093 -3.78514 -2.55361  0.091
C -3.78217 -0.18674 4.07599  -0.051
C -4.09550 -4.74209 -2.14083  -0.057
N -3.08494 4.40072 -5.07982  -0.199
C 4.66435 5.02213 -3.92572  -0.032
H 3.62970 -7.23373 7.18992  0.089
C 2.65504 -6.92640 6.80491  -0.055
H 5.12087 -0.58244 -5.59821  0.136
H -4.59883 1.78626 6.50252  0.092
C 5.50037 2.37097 -3.63688  -0.059
C 8.39631 -0.19246 -6.29066  -0.038
C -3.50879 4.63010 -6.44523  -0.064
H -1.37471 3.43707 -4.34221  0.069
H -5.18174 -4.78843 -2.17741  0.081
C 0.50063 -6.79215 2.79381  -0.337
H -3.68902 -5.54721 -2.75619  0.089
C 2.28202 4.28572 -4.28907  -0.418
C 0.52272 -2.36482 3.12279  -0.349
C -1.66363 4.39891 -4.76423  -0.078
H -3.10051 3.86158 -7.10521  0.088
C 6.37779 -0.08659 -7.77075  -0.059
H 0.72976 -7.87064 2.73608  0.133
H -1.23228 3.64501 0.38695  0.088
O 2.14867 -3.50255 5.87120  0.002
H -5.88849 6.77864 0.08420  0.082
H -5.01659 4.21063 -4.42642  0.131
C 6.40477 3.42317 -3.50942  -0.048
N -0.81001 -6.53573 2.87098  -0.174
H 6.76169 -0.83309 -8.46905  0.088
H -5.12811 4.23425 3.24442  0.111
H -4.49023 5.69936 -0.11655  0.087
C -2.13231 0.38410 0.87087  -0.031
H -3.63547 2.75827 5.38609  0.091
C -2.21814 -4.83723 -0.48770  -0.032
H -4.32994 -0.59228 3.22830  0.083
N 6.95504 -0.28074 -6.45655  -0.194
C 6.00931 4.74706 -3.65344  -0.272
C -5.56854 1.47860 3.98962  -0.356
N -1.38134 1.54915 0.42936  -0.171
H -2.77186 0.06698 3.75528  0.078
C -4.65439 4.83170 2.44991  -0.332
H -1.99401 -4.00860 0.18374  0.079
C 2.55355 -4.86982 8.23379  -0.041
H 0.86627 -2.62155 4.13557  0.119
C -1.80551 -7.58997 2.83803  -0.051
H 3.36247 -4.13970 8.26912  0.092
H -7.37182 6.40610 2.15635  0.087
O -3.66798 3.99655 -2.92192  0.010
H 1.87554 -7.44414 7.36840  0.089
H 7.50860 6.07756 -4.43529  0.079
H 0.23665 2.28291 -0.56736  0.090
H 2.68775 -4.31585 1.94791  0.066
H -0.85105 -4.71888 3.91590  0.094
H -1.91578 2.96780 1.87136  0.078
H -5.91312 0.85647 3.14619  0.135
C -3.88101 1.73816 5.68310  -0.032
H 1.45595 2.64206 -2.42645  -0.087
C -1.87932 2.86851 0.78957  -0.048
H -2.48324 -7.44210 1.99606  0.078
H 3.47148 -2.72464 2.07682  0.092
H 3.37455 4.51971 -1.18250  -0.189
S 2.17464 5.11401 -1.31310  0.350
H 3.43923 1.86697 -3.97838  0.106
H 2.25390 -5.29565 4.90652  0.113
H -2.34458 -5.13761 3.04046  0.077
H 2.77187 -3.50382 3.51481  0.059
H -1.89945 -5.76283 -0.00541  0.087
N -3.64385 -4.87785 -0.77066  -0.190
C -3.96712 4.18932 -4.08329  -0.360
C 2.65556 -3.35256 2.44641  -0.058
H -2.45383 -0.20819 0.01211  0.094
C -4.50246 -5.02933 0.25243  -0.346
H 7.43951 3.20539 -3.28879  0.108
H -1.44104 5.16730 -4.02620  0.072
O -4.17872 -5.15063 1.41966  0.005
O 1.37797 -5.94083 2.78225  -0.015
H 1.92473 3.68465 -5.12046  0.075
O -0.56093 -1.82138 2.91900  -0.030
O -3.44614 4.86259 2.28504  -0.006
C 2.29150 -4.71282 5.84348  -0.341
C 1.04623 -2.43047 0.76967  -0.021
H 1.61978 -4.34879 8.44673  0.092
N -4.44874 1.01163 4.55990  -0.186
H -3.00361 0.72105 1.42726  0.070
H 2.58442 -7.21764 5.75875  0.082
O -6.15997 2.48945 4.33430  -0.019
C -5.04708 6.31396 0.59224  -0.037
H 4.32356 6.04111 -4.02661  0.112
H -0.91764 -4.55619 2.16291  0.067
H 6.44411 6.78657 -3.24367  0.072
C 3.74378 3.98483 -4.04171  -0.339
O 6.63537 -0.70124 -4.24997  0.004
O 0.15273 0.24217 -0.58182  -0.025
N -5.54087 5.49835 1.68984  -0.191
H 8.64573 0.59992 -5.58449  0.091
H -1.66939 -4.70653 -1.41647  0.091
H -7.15235 4.76297 2.78860  0.080
H 7.68781 5.66539 -2.70544  0.076
C 6.98655 5.88365 -3.50330  -0.050
H -2.97965 1.23195 6.01765  0.089
H 0.86536 -1.36766 0.61110  0.060
H -4.59477 4.59981 -6.50516  0.080
H -4.37746 7.08782 0.96947  0.091
H 5.29577 -0.18357 -7.71507  0.082
H 5.79616 1.34114 -3.55230  0.075
N 1.38686 -2.70729 2.16006  -0.164

The gap between HOMO and LUMO is 8.7 eV. The spin multiplicity is 1.


Short version: DFT total energy = -2601.427273, -3287.547963 a.u., in the order given.
Short version: max |F| = 0.0473, 0.0256 Eh/bohr, in the order given.